No. 1
ORCA calculation (ωB97M-V/def2-TZVPD) on C2H4I2 as an isolated structure.

## Properties
Energy relative to the best compared isomer or geometry (same formula, charge and spin) in kcal per mole: 37.7
DFT total energy in Ha: -673.92267
F_max in eV/A: 3.434
Lowest unoccupied orbital energy (alpha / beta) in eV: -1.5 / -1.5
Frontier orbital gap (alpha / beta) in eV: 7.503 / 7.501

Structure (XYZ):
```
8
Properties=species:S:1:pos:R:3:forces:R:3
C 0.76274 -0.17710 0.29351 2.9 -0.7 1.5
C -0.42367 0.35796 -0.46502 -0.7 -1.4 3.1
I -1.19979 2.25054 -0.00962 0.3 -0.7 -0.2
I -2.35052 -1.51812 0.03649 1.4 1.4 -0.3
H 0.73860 -0.43050 1.44128 -1.0 0.2 -2.3
H 1.32092 -1.03291 -0.24676 -1.6 0.9 0.8
H 1.64625 0.52954 0.39118 -1.2 0.2 -0.6
H -0.49453 0.02059 -1.44106 -0.1 0.0 -1.9
```
Positions in Å, forces in eV/Å.



No. 2
ORCA calculation (ωB97M-V/def2-TZVPD) on C21H45Cl13GaN2S2 as an isolated structure.

## Properties
Charge: -1
Energy relative to the best compared isomer or geometry (same formula, charge and spin) in kcal per mole: 9.7
DFT total energy in Ha: -9640.30050
F_max in eV/A: 1.367
Lowest unoccupied orbital energy in eV: 1.8
Frontier orbital gap in eV: 6.271

Structure (XYZ):
```
84
Properties=species:S:1:pos:R:3:forces:R:3
C 5.23202 3.66435 2.63617 -0.1 -0.2 0.2
C 5.19855 2.21157 2.20548 0.1 0.2 0.3
C 4.63890 2.03331 0.82859 -0.3 -0.2 -0.3
C 3.17179 2.43553 0.68367 0.2 -0.2 0.1
N 2.35052 1.42959 0.01747 -0.4 1.1 0.6
C 1.07591 1.94659 -0.59945 1.1 -0.4 -0.5
C 0.54528 3.20581 -0.00013 -0.5 -0.1 0.3
C 0.03279 3.14257 1.43830 0.2 0.5 -0.3
C -1.44117 3.49846 1.58962 -0.2 -0.9 0.3
Ga -2.72205 2.07317 2.33440 0.0 0.5 0.1
N -4.47380 2.45895 1.55099 0.3 -0.1 0.1
C -2.12951 0.14121 1.90808 0.3 0.4 0.1
C -3.02342 -0.41275 0.88154 -0.1 0.7 0.2
C -2.79823 0.22753 -0.46304 -0.1 -0.1 -0.1
Cl -2.82734 -2.21921 0.69121 0.1 -0.5 -0.1
C 2.21266 0.24084 0.65893 -0.2 -0.3 -0.4
S 2.38903 -0.08781 2.23087 0.7 0.1 0.8
S 1.76811 -1.03185 -0.47428 -0.4 -0.2 -0.7
C 2.91690 -2.33465 0.00162 -0.3 -0.3 0.1
C 2.27911 -3.59287 0.54234 0.0 -0.1 0.2
C 1.29480 -3.40049 1.66806 -0.1 -0.1 0.0
H 6.04908 3.83919 3.31299 0.4 0.2 0.3
H 4.33175 3.91189 3.17115 -0.5 0.3 0.1
H 5.32680 4.32403 1.78963 0.1 0.4 -0.3
H 4.62013 1.66640 2.92702 -0.4 -0.5 0.3
H 6.19374 1.80733 2.24656 0.6 -0.3 -0.1
H 4.78515 1.02720 0.47208 0.0 -0.5 -0.1
H 5.22384 2.66495 0.18202 0.3 0.3 -0.6
H 3.14364 3.31965 0.07892 -0.2 0.4 -0.4
H 2.78802 2.70804 1.65729 -0.4 0.0 0.4
H 0.33275 1.17600 -0.55044 -0.4 -0.5 0.2
H 1.26950 2.10199 -1.64696 0.1 0.1 -0.6
H -0.29457 3.48347 -0.61195 -0.4 0.1 -0.5
H 1.25405 3.99926 -0.12812 0.4 0.5 -0.1
H 0.59614 3.88087 1.98492 0.5 0.2 0.5
H 0.29809 2.19523 1.87666 0.0 -0.6 0.2
H -1.83360 3.92535 0.68028 -0.2 0.2 -0.5
H -1.49928 4.26770 2.33521 -0.3 0.6 0.4
H -2.84018 2.28501 3.93804 0.0 -0.1 0.0
H -5.21914 2.37566 2.23227 -0.1 -0.1 -0.1
H -4.68911 1.82150 0.79251 -0.2 0.1 0.0
H -2.13592 -0.45503 2.80387 0.0 -0.2 0.5
H -1.12573 0.13178 1.50076 0.6 0.0 0.0
H -4.03946 -0.25480 1.19377 -0.6 -0.5 0.0
H -2.16813 1.09046 -0.35368 0.4 0.5 0.0
H -3.71563 0.56464 -0.90519 -0.5 0.0 -0.2
H -2.32403 -0.46487 -1.13211 0.3 -0.3 -0.5
H 3.62170 -1.95043 0.71589 0.2 0.4 0.3
H 3.45538 -2.56440 -0.89723 0.4 -0.2 -0.6
H 3.09298 -4.19289 0.91655 0.5 -0.5 0.0
H 1.83073 -4.16420 -0.25361 -0.3 -0.1 -0.4
H 0.53428 -4.15570 1.62569 -0.5 -0.5 0.1
H 1.77036 -3.46654 2.63091 0.2 0.1 0.5
H 0.79238 -2.45333 1.61242 -0.3 0.5 -0.1
C -0.96113 -4.17453 -3.05320 -0.2 0.1 0.2
Cl 0.54678 -3.29972 -2.78697 0.1 0.0 -0.1
Cl -1.18658 -5.45194 -1.85115 0.0 -0.1 0.0
H -1.77531 -3.46559 -2.95578 0.0 0.0 0.1
H -0.95730 -4.62652 -4.03627 0.1 0.0 0.0
C -5.69098 0.85132 -3.67787 0.0 0.0 0.0
Cl -4.09083 1.52573 -3.36504 0.0 0.1 -0.2
Cl -6.35405 -0.00976 -2.28224 0.0 0.0 0.0
H -6.36184 1.66303 -3.92793 0.0 0.0 0.0
H -5.61202 0.15165 -4.50000 0.0 -0.1 0.0
C 1.64703 -0.04028 6.38004 0.0 0.1 -0.1
Cl 0.39599 -0.94388 7.24085 0.0 0.0 0.0
Cl 2.68359 -1.09207 5.40863 0.0 0.0 0.1
H 1.16444 0.66712 5.71589 0.0 0.0 0.0
H 2.26304 0.46711 7.11080 0.0 0.0 0.0
C 0.78243 -3.72909 -6.62936 0.1 0.0 0.0
Cl 0.97318 -2.05554 -6.11978 0.0 0.1 -0.1
Cl -0.91242 -4.16287 -6.91563 0.0 0.0 0.0
H 1.32541 -3.87353 -7.55409 0.0 0.0 -0.1
H 1.17466 -4.36870 -5.84764 -0.1 0.0 0.1
C -0.44209 2.37755 -5.00038 0.0 0.0 0.0
Cl -0.51132 0.89302 -4.05050 0.1 -0.1 0.0
Cl -1.02301 3.77692 -4.09013 0.0 0.0 0.0
H 0.58713 2.55630 -5.28354 0.0 0.0 0.0
H -1.06724 2.25407 -5.87536 -0.1 0.0 0.0
C -4.20773 -5.13148 0.29985 0.0 0.0 0.0
Cl -5.16725 -5.06497 -1.18621 0.0 0.0 0.0
Cl -5.04462 -6.00924 1.59266 0.0 0.0 0.0
H -3.27958 -5.64052 0.08156 0.0 -0.1 0.0
H -4.01487 -4.11882 0.63026 -0.2 -0.1 0.0
```
Positions in Å, forces in eV/Å.



No. 3
ORCA calculation (ωB97M-V/def2-TZVPD) on C18H24F3N4O7S2 as an isolated structure.

## Properties
Charge: -1
DFT total energy in Ha: -2542.07822
F_max in eV/A: 0.548
Lowest unoccupied orbital energy in eV: 0.7
Frontier orbital gap in eV: 7.283

Structure (XYZ):
```
58
Properties=species:S:1:pos:R:3:forces:R:3
C 3.26769 -2.40698 -1.93183 0.0 -0.1 0.0
O 3.96634 -1.19857 -1.75863 0.0 0.1 0.0
C 3.13524 -0.04020 -1.72657 0.2 -0.3 0.1
C 3.03460 0.53069 -0.32226 -0.2 0.1 0.2
C 2.59243 2.00028 -0.33032 0.1 -0.4 0.0
C 2.03058 2.45447 1.01653 0.2 0.2 0.1
C 1.00697 3.60680 0.96130 -0.1 0.0 -0.1
C -0.01871 3.44665 -0.12469 0.2 0.0 0.0
C -0.08785 4.25982 -1.18014 0.0 0.0 0.1
C -1.08935 4.07982 -2.23899 0.0 0.1 -0.1
O -1.22391 4.90825 -3.12251 0.1 -0.1 0.1
C -1.91691 2.84109 -2.19950 -0.1 -0.1 0.0
C -2.73523 2.59192 -3.29256 0.0 0.0 0.1
C -3.53998 1.47336 -3.30554 0.0 0.2 -0.2
C -3.50295 0.61534 -2.22558 0.0 0.1 0.0
F -4.33776 -0.42774 -2.25474 -0.2 -0.2 0.0
C -2.68563 0.79142 -1.11738 0.3 0.4 0.2
C -2.69147 -0.24580 -0.03204 -0.4 -0.2 -0.1
C -1.71962 -1.41431 -0.30507 0.4 0.0 0.4
N -0.41590 -0.83647 -0.74650 0.1 -0.3 -0.1
N -2.27424 -2.35143 -1.28033 0.0 0.0 -0.1
N -1.58349 -2.12845 0.94077 -0.3 0.2 -0.4
C -1.88441 1.95440 -1.11135 0.1 -0.2 -0.1
C -0.95920 2.28099 0.02748 0.0 0.0 0.0
O -0.91890 1.66793 1.06926 -0.1 0.1 0.0
H 2.97974 -2.56165 -2.97862 -0.1 0.1 0.0
H 3.92694 -3.22294 -1.63859 0.0 0.0 0.0
H 2.37674 -2.45592 -1.29878 0.0 0.0 0.0
H 2.13288 -0.31287 -2.06964 0.0 0.2 -0.2
H 3.56306 0.69062 -2.41779 0.0 0.0 0.0
H 2.29638 -0.04882 0.23827 0.1 0.0 0.1
H 3.99143 0.40804 0.18716 0.1 0.0 0.0
H 1.84605 2.10854 -1.12172 -0.1 0.1 0.0
H 3.45715 2.60744 -0.60923 -0.1 0.2 -0.1
H 2.86153 2.80081 1.63708 0.0 -0.1 0.1
H 1.59019 1.61184 1.54500 -0.1 -0.1 -0.1
H 0.48568 3.63887 1.91949 0.0 0.0 0.0
H 1.50105 4.57117 0.82654 0.1 0.0 -0.1
H 0.58928 5.09848 -1.29645 0.0 0.0 0.0
H -2.72965 3.29416 -4.11422 0.0 0.0 0.0
H -4.19811 1.26992 -4.13897 0.0 -0.1 0.0
H -3.68963 -0.67511 0.05286 0.1 0.0 0.0
H -2.43037 0.18491 0.92225 0.0 0.1 0.0
H -0.29345 -0.94106 -1.74942 -0.1 0.1 0.0
H 0.31009 -1.40742 -0.32589 0.0 0.0 0.0
H -1.79828 -2.30745 -2.17031 0.0 0.0 0.0
H -2.20263 -3.29771 -0.93208 -0.1 0.0 0.0
H -1.00452 -2.95255 0.84472 0.1 0.0 0.3
H -1.22111 -1.54825 1.68477 0.0 -0.1 0.1
N 0.27865 -4.66719 5.10946 -0.3 0.3 -0.1
S 0.76869 -3.28508 5.72448 0.3 -0.1 0.1
O -0.26247 -2.51800 6.34526 0.0 0.0 0.0
O 1.75231 -2.60039 4.94795 0.0 0.0 0.0
F 1.58391 -3.90882 6.93427 -0.1 0.0 -0.1
S -0.65722 -4.59795 3.85180 -0.2 -0.1 0.0
O -1.24183 -5.87058 3.58200 0.2 -0.1 0.1
O -0.13063 -3.84868 2.74971 0.1 0.0 -0.1
F -1.88024 -3.70968 4.34980 0.0 0.0 -0.1
```
Positions in Å, forces in eV/Å.



No. 4
ORCA calculation (ωB97M-V/def2-TZVPD) on the molecule C25H24N2O4S2.

## Properties
SMILES: COc1ccc(CNC(=O)[C@@H](c2cccs2)N(Cc2ccco2)C(=O)Cc2cccs2)cc1
Energy relative to the best compared isomer or geometry (same formula, charge and spin) in kcal per mole: 0.7
DFT total energy in Ha: -2173.90981
F_max in eV/A: 0.892
Lowest unoccupied orbital energy in eV: 0.5
Frontier orbital gap in eV: 8.840

Structure (XYZ):
```
57
Properties=species:S:1:pos:R:3:forces:R:3
C -1.21389 -2.63565 -4.62818 0.0 -0.2 0.0
O -1.70480 -1.31844 -4.70244 -0.1 0.3 0.0
C -2.02891 -0.68083 -3.54306 -0.2 0.2 0.1
C -2.51709 0.61920 -3.67576 0.0 -0.3 -0.1
C -2.86877 1.35227 -2.56220 0.0 -0.2 0.1
C -2.76276 0.80350 -1.29047 -0.1 0.1 0.1
C -3.15061 1.57730 -0.05466 -0.1 -0.2 0.0
N -2.01587 1.75754 0.83191 -0.2 0.4 -0.2
C -1.73451 0.88730 1.81286 0.4 0.6 0.1
O -2.46330 -0.02024 2.16261 -0.3 -0.3 -0.2
C -0.33946 1.11337 2.41563 -0.1 0.1 -0.1
C -0.12337 0.38210 3.69094 -0.4 -0.2 0.2
C 0.74426 0.72724 4.68433 -0.2 0.0 -0.3
C 0.74881 -0.19244 5.75245 0.1 -0.1 0.2
C -0.11115 -1.22237 5.54722 -0.1 -0.1 -0.4
S -0.96227 -1.08247 4.06392 0.4 0.1 0.7
N 0.62947 0.71953 1.37830 -0.2 0.1 0.3
C 0.76044 -0.69960 1.08729 0.3 -0.2 0.2
C 2.01185 -1.31741 1.62660 0.2 -0.3 -0.8
C 3.04202 -1.95365 0.99445 -0.6 0.3 0.2
C 3.94024 -2.35816 2.01202 0.0 0.1 0.6
C 3.38920 -1.93609 3.18136 0.7 -0.4 -0.3
O 2.22509 -1.31015 2.95764 -0.4 0.2 0.1
C 1.18315 1.70527 0.64094 0.3 -0.2 -0.1
O 0.82690 2.86754 0.75624 0.0 0.5 -0.1
C 2.26342 1.31336 -0.35614 -0.1 0.2 0.2
C 1.65604 1.16799 -1.71290 0.0 -0.4 -0.3
C 1.02649 2.12541 -2.44409 0.1 -0.1 0.2
C 0.61446 1.67126 -3.71705 0.1 -0.1 -0.2
C 0.93295 0.37370 -3.93882 0.3 -0.3 0.2
S 1.72755 -0.33119 -2.58523 0.0 0.6 -0.1
C -2.27745 -0.49016 -1.16439 -0.1 0.2 0.0
C -1.90407 -1.22960 -2.27194 0.1 -0.2 -0.3
H -0.27989 -2.68636 -4.05821 0.0 0.0 0.0
H -1.94817 -3.31367 -4.18213 0.0 0.0 0.0
H -1.02522 -2.93846 -5.65716 0.0 0.0 0.1
H -2.60971 1.03188 -4.66775 0.0 0.1 -0.1
H -3.24174 2.35882 -2.68383 0.0 0.1 0.0
H -3.54999 2.55793 -0.32111 0.0 -0.1 0.0
H -3.90293 1.01941 0.51121 0.0 0.2 -0.1
H -1.31264 2.43609 0.56962 0.1 -0.1 0.1
H -0.17913 2.18646 2.57663 -0.1 -0.3 0.0
H 1.36136 1.60760 4.64644 0.1 0.2 -0.1
H 1.36446 -0.08681 6.62790 0.1 0.0 0.2
H -0.31464 -2.05274 6.19398 0.0 -0.2 0.2
H -0.10417 -1.19675 1.53858 0.1 0.0 -0.2
H 0.72372 -0.86378 0.00702 0.0 -0.1 0.1
H 3.14264 -2.12127 -0.05919 0.0 0.0 -0.3
H 4.86235 -2.88612 1.88387 0.2 -0.1 0.1
H 3.71312 -2.01551 4.19969 0.0 0.0 0.2
H 2.78121 0.40599 -0.05561 0.1 0.1 0.0
H 2.97575 2.14344 -0.37588 0.0 -0.1 0.1
H 0.87275 3.12552 -2.08074 0.0 0.2 0.1
H 0.11183 2.29027 -4.43735 -0.1 0.1 -0.2
H 0.74864 -0.22032 -4.81078 -0.1 -0.1 -0.2
H -2.20465 -0.93620 -0.18433 0.0 -0.1 0.2
H -1.52906 -2.23085 -2.13025 0.0 -0.1 0.0
```
Positions in Å, forces in eV/Å.



No. 5
ORCA calculation (ωB97M-V/def2-TZVPD) on a 2-piece molecular cluster, CHClN2O3 overall.

## Properties
SMILES: O=[N+]([O-])C#[N+][O-].Cl
Energy relative to the best compared isomer or geometry (same formula, charge and spin) in kcal per mole: 28.1
DFT total energy in Ha: -833.88624
F_max in eV/A: 5.620
Lowest unoccupied orbital energy in eV: -1.3
Frontier orbital gap in eV: 9.579

Structure (XYZ):
```
8
Properties=species:S:1:pos:R:3:forces:R:3
O -0.41566 1.63052 1.78266 -1.0 0.3 1.7
N 0.55198 1.37992 1.14541 1.2 -0.1 -1.5
O 1.72199 1.32263 1.46816 -0.4 0.0 0.4
C 0.29975 1.16224 -0.22357 -1.1 -1.1 -4.3
N -0.06428 0.81334 -1.30227 1.9 1.0 5.2
O -0.30029 0.39575 -2.36911 -0.5 -0.2 -1.4
Cl -1.01231 -3.26451 0.34447 -0.4 0.3 2.0
H -0.78117 -3.43990 -0.84575 0.4 -0.3 -2.0
```
Positions in Å, forces in eV/Å.



No. 6
ORCA calculation (ωB97M-V/def2-TZVPD) on the molecule C8H7P.

## Properties
SMILES: C#C/C=C1/C=CC=CP1
Energy relative to the best compared isomer or geometry (same formula, charge and spin) in kcal per mole: 93.4
DFT total energy in Ha: -650.17517
F_max in eV/A: 3.598
Lowest unoccupied orbital energy in eV: -0.7
Frontier orbital gap in eV: 7.378

Structure (XYZ):
```
16
Properties=species:S:1:pos:R:3:forces:R:3
C 2.20589 -1.14083 -3.08659 0.2 -0.3 -0.7
C 1.88469 -1.00522 -1.91575 0.6 -2.1 2.5
C 1.54198 -1.13110 -0.55592 -2.7 1.5 -0.3
C 0.45911 -0.45920 -0.05720 1.7 1.9 -1.3
C 0.10736 -0.68960 1.29380 -1.2 0.8 1.5
C -0.91890 -0.10440 1.95843 -0.6 -0.1 -0.3
C -1.72550 0.99589 1.36082 -0.1 -0.5 2.4
C -1.46154 1.50609 0.17422 -2.3 2.7 -0.6
P -0.02770 1.21171 -0.80928 0.3 -1.5 0.2
H 1.90156 -0.13490 -3.26602 -0.1 1.9 -2.0
H 1.91266 -1.84466 0.11374 1.2 -1.2 0.3
H 0.79150 -1.29765 1.83060 0.1 -1.1 0.5
H -1.29093 -0.50948 2.92875 0.8 0.6 -0.7
H -2.43461 1.49739 2.08551 0.4 -0.8 -1.3
H -2.16528 2.36832 -0.17906 1.5 -1.5 0.6
H -0.78031 0.73764 -1.87605 0.0 -0.2 -0.8
```
Positions in Å, forces in eV/Å.